# 1
169
Properties=species:S:1:pos:R:3 method="wB97M-V/def2-TZVPD" orbital_gap_ev=6.650
C 1.456 -0.202 3.747
C -0.151 -0.052 3.971
C -0.977 -1.190 3.194
C -2.427 -0.670 2.656
C -2.218 -0.424 1.076
C -2.193 -1.718 0.167
S -2.407 -3.442 0.848
C -1.947 -1.500 -1.338
C -1.739 -0.060 -1.941
C -1.771 1.214 -1.056
P -1.520 2.888 -1.891
N -2.846 3.284 -2.736
C -2.008 1.012 0.467
N -2.008 2.145 1.424
C -0.630 2.705 1.576
C -3.015 3.183 1.119
C -2.721 4.697 1.598
O -4.054 2.888 0.465
C -1.476 0.010 -3.535
O -2.072 0.833 -4.251
C -0.455 -1.119 -4.075
B 0.731 -0.791 -5.119
O 1.827 -1.657 -5.501
C 0.818 0.696 -5.820
C 1.921 1.494 -4.929
C -0.684 -2.424 -3.521
C 0.176 -3.712 -3.883
C 1.226 -3.943 -2.695
C 2.769 -3.800 -3.093
S 3.592 -2.856 -1.712
C 5.083 -1.979 -2.320
S 5.961 -2.542 -3.632
N 5.468 -0.763 -1.544
C 6.864 -0.862 -1.038
C 7.186 0.480 -0.188
O 7.211 1.596 -1.143
C 5.843 1.775 -1.616
C 5.221 0.482 -2.327
C -1.836 -2.697 -2.415
O -2.563 -3.710 -2.407
H 1.688 0.255 2.716
H 1.774 -1.306 3.692
H 2.056 0.361 4.556
H -0.418 1.014 3.673
H -0.308 -0.173 5.096
H -0.319 -1.496 2.295
H -1.136 -2.109 3.868
H -2.690 0.320 3.167
H -3.207 -1.469 2.875
H -1.321 -3.674 1.707
H -0.445 2.736 -2.826
H -1.331 3.973 -0.960
H -3.567 2.550 -2.615
H 0.119 1.845 1.401
H -0.402 3.101 2.629
H -0.367 3.544 0.851
H -3.707 5.276 1.648
H -2.022 5.199 0.829
H -2.195 4.666 2.619
H 2.597 -1.448 -4.931
H 1.204 0.577 -6.904
H -0.184 1.223 -5.894
H 1.770 1.205 -3.818
H 2.998 1.150 -5.169
H 1.822 2.625 -5.000
H 0.596 -3.748 -4.934
H -0.566 -4.599 -3.821
H 1.080 -4.958 -2.197
H 1.018 -3.135 -1.894
H 2.978 -3.398 -4.134
H 3.234 -4.857 -3.062
H 7.602 -0.873 -1.919
H 7.037 -1.738 -0.333
H 6.375 0.712 0.590
H 8.223 0.417 0.279
H 5.235 2.154 -0.723
H 5.884 2.606 -2.398
H 5.650 0.308 -3.379
H 4.081 0.635 -2.352
C 1.909 -1.078 8.573
S 3.435 -0.957 7.618
O 3.164 -0.058 6.453
C 3.404 -2.655 7.009
H 1.703 -0.105 9.021
H 1.081 -1.357 7.918
H 2.033 -1.821 9.361
H 2.481 -2.836 6.454
H 3.477 -3.345 7.852
H 4.259 -2.801 6.348
C -8.331 -0.536 0.318
S -6.815 -1.301 0.930
O -7.001 -1.556 2.393
C -5.766 0.151 0.764
H -9.134 -1.272 0.368
H -8.589 0.325 0.937
H -8.189 -0.225 -0.718
H -6.161 0.981 1.352
H -5.703 0.435 -0.287
H -4.773 -0.111 1.129
C 3.842 -2.935 13.511
S 2.960 -3.338 11.988
O 3.655 -2.632 10.868
C 1.472 -2.395 12.383
H 4.830 -3.395 13.470
H 3.949 -1.853 13.604
H 3.293 -3.334 14.366
H 1.728 -1.346 12.547
H 1.002 -2.812 13.275
H 0.781 -2.471 11.542
C -6.933 -5.806 0.825
S -7.166 -5.499 -0.939
O -7.869 -6.686 -1.513
C -5.420 -5.637 -1.380
H -7.911 -5.804 1.308
H -6.458 -6.777 0.974
H -6.316 -5.015 1.255
H -5.041 -6.619 -1.091
H -4.854 -4.852 -0.876
H -5.326 -5.515 -2.459
C -0.981 1.551 -10.628
S -0.211 0.211 -9.697
O 0.908 0.804 -8.902
C 0.520 -0.614 -11.127
H -1.472 2.223 -9.924
H -0.221 2.102 -11.184
H -1.724 1.140 -11.313
H 1.186 0.073 -11.653
H -0.273 -0.955 -11.796
H 1.091 -1.474 -10.776
C -7.022 6.851 2.618
S -5.600 7.847 3.112
O -4.371 7.134 2.648
C -5.767 7.541 4.883
H -7.092 6.865 1.530
H -6.893 5.822 2.959
H -7.931 7.277 3.045
H -5.717 6.468 5.082
H -6.719 7.944 5.234
H -4.949 8.044 5.400
C 9.768 2.485 -2.750
S 10.292 0.808 -3.170
O 10.647 0.116 -1.893
C 11.836 1.295 -3.970
H 8.827 2.426 -2.201
H 10.523 2.966 -2.125
H 9.617 3.060 -3.666
H 12.460 1.851 -3.268
H 11.615 1.909 -4.844
H 12.361 0.393 -4.287
C -4.211 -4.610 4.902
S -2.817 -3.584 5.413
O -1.566 -4.276 4.974
C -3.007 -3.882 7.183
H -4.264 -4.603 3.813
H -4.068 -5.633 5.253
H -5.135 -4.198 5.311
H -2.941 -4.952 7.390
H -3.972 -3.494 7.516
H -2.207 -3.360 7.710
C -0.777 5.473 -7.393
S -1.005 5.771 -9.159
O -1.703 4.578 -9.727
C 0.742 5.633 -9.596
H -1.756 5.476 -6.913
H -0.299 4.504 -7.238
H -0.163 6.268 -6.967
H 1.124 4.654 -9.301
H 1.305 6.423 -9.096
H 0.839 5.750 -10.676



# 2
174
Properties=species:S:1:pos:R:3 method="wB97M-V/def2-TZVPD" orbital_gap_ev=8.528 smiles="CCCCCCCCCCCCCCCC[C@H]1[C@@](OCC)([PH2]=N)[C@@H](P(C)O)S(=O)(=O)O[C@]1(F)P(=O)(O)O.ClCCCl.ClCCCl.ClCCCl.ClCCCl.ClCCCl.ClCCCl.ClCCCl.ClCCCl.ClCCCl.ClCCCl.ClCCCl"
C -7.776 1.805 -3.522
C -6.263 2.126 -3.575
C -5.977 3.552 -3.063
C -4.771 4.192 -3.729
C -3.426 3.769 -3.119
C -3.237 4.262 -1.692
C -2.943 5.767 -1.588
C -2.061 6.099 -0.392
C -2.605 5.583 0.931
C -1.535 5.512 2.050
C -1.626 4.168 2.750
C -0.608 3.994 3.884
C 0.752 3.530 3.322
C 1.177 2.154 3.848
C 2.459 1.723 3.137
C 2.851 0.285 3.443
C 1.891 -0.739 2.833
C 1.874 -0.684 1.272
O 0.950 0.328 0.931
C 1.096 0.888 -0.371
C -0.236 1.573 -0.714
P 3.594 -0.442 0.497
N 4.205 1.005 0.609
C 1.254 -2.021 0.641
P 2.555 -3.262 0.054
C 2.219 -3.485 -1.751
O 2.257 -4.735 0.746
S 0.148 -2.721 1.838
O -0.872 -1.815 2.217
O -0.387 -3.908 1.284
O 1.110 -3.098 3.068
C 2.107 -2.135 3.387
F 3.324 -2.566 2.964
P 2.199 -2.172 5.264
O 3.521 -1.936 5.767
O 1.595 -3.580 5.679
O 1.142 -1.085 5.787
H -8.172 1.738 -4.530
H -8.317 2.583 -2.994
H -7.928 0.854 -3.017
H -5.745 1.410 -2.942
H -5.899 1.984 -4.592
H -5.873 3.472 -1.984
H -6.845 4.178 -3.251
H -4.770 3.932 -4.777
H -4.848 5.269 -3.594
H -3.423 2.677 -3.104
H -2.606 4.077 -3.759
H -4.083 3.969 -1.084
H -2.373 3.733 -1.290
H -3.900 6.275 -1.518
H -2.444 6.063 -2.506
H -1.035 5.785 -0.575
H -2.036 7.186 -0.341
H -3.374 6.277 1.266
H -3.076 4.609 0.847
H -0.544 5.725 1.654
H -1.770 6.297 2.763
H -1.476 3.384 2.008
H -2.620 4.085 3.182
H -0.450 4.977 4.317
H -0.937 3.306 4.655
H 0.669 3.414 2.239
H 1.556 4.239 3.479
H 0.377 1.447 3.646
H 1.351 2.280 4.911
H 3.258 2.353 3.520
H 2.368 1.948 2.085
H 3.876 0.087 3.157
H 2.855 0.213 4.526
H 0.905 -0.397 3.128
H 1.865 1.655 -0.365
H 1.264 0.133 -1.136
H -0.724 1.119 -1.567
H -0.907 1.418 0.127
H -0.130 2.645 -0.814
H 3.387 -0.728 -0.874
H 4.460 -1.372 1.083
H 5.084 0.966 1.112
H 0.623 -1.794 -0.209
H 3.112 -3.315 -2.322
H 1.414 -2.810 -2.024
H 1.855 -4.501 -1.874
H 1.636 -5.201 0.159
H 0.664 -3.601 5.390
H 0.274 -1.527 5.845
Cl -7.860 -1.566 -3.495
C -6.748 -2.388 -4.615
C -5.466 -1.626 -4.810
Cl -5.712 -0.100 -5.698
H -7.269 -2.534 -5.558
H -6.528 -3.365 -4.185
H -4.770 -2.224 -5.396
H -4.997 -1.384 -3.859
Cl -1.040 5.773 7.314
C 0.523 5.788 8.170
C 1.690 5.914 7.226
Cl 1.910 4.455 6.228
H 0.589 4.879 8.763
H 0.505 6.641 8.846
H 2.608 6.049 7.796
H 1.574 6.763 6.556
Cl -5.597 1.714 -8.493
C -4.255 2.432 -9.426
C -2.941 2.402 -8.688
Cl -2.919 3.502 -7.293
H -4.540 3.446 -9.694
H -4.165 1.846 -10.340
H -2.143 2.724 -9.355
H -2.710 1.401 -8.331
Cl 1.317 -7.579 -1.085
C 2.895 -7.761 -0.266
C 4.030 -7.908 -1.244
Cl 3.977 -9.463 -2.119
H 2.828 -8.613 0.406
H 3.045 -6.862 0.332
H 4.976 -7.876 -0.704
H 4.030 -7.111 -1.989
Cl 0.958 8.842 0.629
C 0.707 10.381 -0.234
C -0.662 10.466 -0.857
Cl -0.857 9.325 -2.207
H 1.490 10.478 -0.982
H 0.827 11.179 0.497
H -0.823 11.464 -1.261
H -1.443 10.260 -0.129
Cl -4.090 -4.634 8.216
C -2.841 -5.592 7.384
C -1.544 -4.838 7.253
Cl -1.689 -3.462 6.119
H -3.233 -5.884 6.413
H -2.680 -6.490 7.977
H -0.772 -5.497 6.857
H -1.207 -4.450 8.210
Cl 4.375 -12.489 -4.225
C 5.942 -12.665 -3.394
C 7.084 -12.834 -4.363
Cl 7.018 -14.397 -5.216
H 5.867 -13.510 -2.714
H 6.090 -11.761 -2.805
H 8.028 -12.807 -3.822
H 7.091 -12.044 -5.109
Cl 7.996 -4.354 -2.160
C 7.343 -5.017 -3.678
C 5.934 -4.554 -3.937
Cl 4.776 -5.254 -2.769
H 7.402 -6.101 -3.625
H 7.993 -4.675 -4.482
H 5.615 -4.873 -4.928
H 5.852 -3.471 -3.883
Cl 1.273 -12.848 0.214
C 1.256 -12.067 -1.390
C -0.133 -11.975 -1.964
Cl -0.791 -13.574 -2.402
H 1.921 -12.627 -2.043
H 1.666 -11.068 -1.260
H -0.112 -11.380 -2.876
H -0.822 -11.509 -1.265
Cl -4.063 10.187 -5.824
C -2.693 10.945 -6.673
C -1.443 10.965 -5.832
Cl -1.586 12.067 -4.441
H -2.993 11.949 -6.963
H -2.517 10.363 -7.576
H -0.603 11.316 -6.430
H -1.204 9.975 -5.450
Cl 1.173 -0.203 10.193
C 2.327 -0.939 9.047
C 3.552 -0.089 8.843
Cl 3.188 1.421 7.970
H 1.807 -1.109 8.110
H 2.616 -1.903 9.463
H 4.278 -0.634 8.242
H 4.015 0.175 9.791